(1)
{
  "formula": "C30H77F2N4O20",
  "method": "ωB97M-V/def2-TZVPD",
  "elements": ["C", "C", "C", "C", "C", "C", "N", "C", "C", "C", "N", "N", "C", "O", "F", "C", "O", "F", "C", "C", "O", "C", "C", "C", "C", "C", "C", "C", "C", "C", "C", "C", "C", "O", "C", "N", "C", "C", "C", "C", "H", "H", "H", "H", "H", "H", "H", "H", "H", "H", "H", "H", "H", "H", "H", "H", "H", "H", "H", "H", "H", "H", "H", "H", "H", "H", "H", "H", "H", "H", "H", "H", "H", "H", "H", "H", "H", "H", "H", "H", "H", "H", "H", "H", "H", "O", "H", "H", "O", "H", "H", "O", "H", "H", "O", "H", "H", "O", "H", "H", "O", "H", "H", "O", "H", "H", "O", "H", "H", "O", "H", "H", "O", "H", "H", "O", "H", "H", "O", "H", "H", "O", "H", "H", "O", "H", "H", "O", "H", "H", "O", "H", "H"],
  "positions_angstrom": [[-4.704, -3.438, -1.734], [-3.845, -2.615, -1.599], [-2.808, -1.550, -1.535], [-3.436, -0.275, -2.116], [-4.783, -0.154, -2.257], [-2.778, -1.228, 0.030], [-2.874, -2.438, 0.800], [-3.835, -2.417, 1.914], [-4.095, -3.863, 2.395], [-5.586, -4.283, 2.312], [-1.554, -0.411, 0.456], [-1.880, 0.835, 1.113], [-2.421, 1.845, 0.249], [-3.558, 2.041, 0.016], [-1.454, 2.604, -0.239], [-2.619, 0.708, 2.323], [-3.787, 0.836, 2.441], [-1.817, 0.460, 3.342], [-0.512, -0.261, -0.606], [0.749, 0.362, -0.014], [1.556, 0.909, -1.025], [2.782, 1.366, -0.534], [2.987, 1.635, 0.810], [4.186, 2.108, 1.313], [4.313, 2.401, 2.783], [5.233, 2.320, 0.433], [5.031, 2.044, -0.904], [3.839, 1.571, -1.424], [3.801, 1.309, -2.917], [2.513, 1.757, -3.634], [4.168, -0.171, -3.163], [-0.386, -1.710, -1.186], [0.977, -2.004, -1.783], [0.983, -3.393, -2.060], [2.300, -3.928, -2.066], [-1.521, -1.943, -2.064], [-1.309, -1.878, -3.501], [-2.500, -2.365, -4.335], [-0.894, -0.484, -4.052], [-0.335, -0.618, -5.470], [-5.427, -4.215, -1.807], [-2.815, 0.581, -2.386], [-5.325, 0.642, -1.748], [-5.359, -0.839, -2.866], [-3.697, -0.676, 0.191], [-1.973, -2.807, 1.085], [-3.460, -1.872, 2.793], [-4.761, -1.931, 1.615], [-3.766, -3.940, 3.425], [-3.444, -4.522, 1.824], [-5.950, -4.462, 3.320], [-6.173, -3.504, 1.834], [-5.669, -5.226, 1.779], [-1.093, -0.986, 1.171], [-0.858, 0.353, -1.434], [0.489, 1.153, 0.693], [1.310, -0.409, 0.533], [2.191, 1.471, 1.524], [4.994, 1.720, 3.283], [4.641, 3.436, 2.896], [3.331, 2.352, 3.254], [6.166, 2.708, 0.813], [5.849, 2.222, -1.590], [4.615, 1.898, -3.339], [2.763, 2.313, -4.537], [1.923, 2.422, -3.009], [1.933, 0.889, -3.917], [3.776, -0.775, -2.345], [5.247, -0.244, -3.082], [3.871, -0.541, -4.144], [-0.473, -2.424, -0.349], [1.224, -1.409, -2.661], [1.768, -1.826, -1.046], [2.233, -4.916, -2.515], [2.659, -4.061, -1.042], [2.976, -3.310, -2.658], [-0.512, -2.552, -3.818], [-2.164, -2.634, -5.332], [-2.934, -3.270, -3.916], [-3.273, -1.606, -4.439], [-0.191, 0.029, -3.398], [-1.775, 0.160, -4.153], [0.376, -1.442, -5.563], [-1.150, -0.828, -6.160], [0.098, 0.318, -5.815], [5.189, 1.037, 5.665], [4.890, 1.794, 6.194], [6.136, 0.987, 5.838], [-6.597, -0.116, 2.903], [-5.859, 0.412, 2.578], [-6.358, -0.352, 3.805], [6.974, 0.614, 7.846], [7.143, 0.564, 8.792], [6.014, 0.686, 7.775], [4.334, 3.121, 7.410], [4.838, 3.860, 7.767], [3.415, 3.335, 7.597], [4.900, 5.306, 1.869], [4.392, 5.155, 1.064], [5.245, 6.200, 1.774], [-2.707, 2.122, -4.077], [-2.255, 2.903, -3.739], [-3.646, 2.310, -3.944], [-4.459, 3.555, 4.287], [-5.200, 2.997, 4.548], [-3.922, 2.991, 3.725], [-7.467, -1.599, -1.346], [-7.763, -0.785, -0.919], [-6.521, -1.613, -1.166], [6.820, -0.823, -4.811], [7.026, -1.723, -4.534], [6.136, -0.928, -5.479], [-5.647, 3.330, -1.478], [-5.972, 4.085, -0.972], [-4.714, 3.275, -1.255], [-5.163, 5.091, 1.333], [-4.330, 5.012, 0.859], [-4.964, 4.773, 2.224], [7.813, 0.261, -2.320], [8.759, 0.271, -2.489], [7.412, 0.165, -3.195], [-8.685, 0.187, 0.888], [-8.487, 0.279, 1.827], [-9.644, 0.243, 0.829], [8.196, 1.544, 1.829], [7.967, 0.653, 2.120], [8.968, 1.419, 1.269], [6.843, -1.273, 2.552], [6.165, -0.991, 1.928], [6.437, -1.996, 3.038], [-1.663, -3.951, 4.548], [-1.002, -3.382, 4.143], [-1.309, -4.130, 5.426]],
  "molar_mass_g_mol": 851.95,
  "lumo_energy_ha": -0.14951,
  "gap_ev": 6.4,
  "charge": 1
}



(2)
{
  "formula": "C30H78F4HgN6O22S4",
  "method": "ωB97M-V/def2-TZVPD",
  "elements": ["Hg", "N", "S", "O", "O", "F", "S", "O", "O", "F", "N", "S", "O", "O", "F", "S", "O", "O", "F", "C", "C", "O", "O", "H", "H", "H", "H", "H", "H", "C", "C", "O", "O", "H", "H", "H", "H", "H", "H", "C", "C", "O", "O", "H", "H", "H", "H", "H", "H", "C", "O", "C", "C", "N", "C", "C", "O", "C", "H", "H", "H", "H", "H", "H", "H", "H", "H", "H", "H", "H", "H", "H", "H", "C", "O", "C", "C", "N", "C", "C", "O", "C", "H", "H", "H", "H", "H", "H", "H", "H", "H", "H", "H", "H", "H", "H", "H", "C", "O", "C", "C", "N", "C", "C", "O", "C", "H", "H", "H", "H", "H", "H", "H", "H", "H", "H", "H", "H", "H", "H", "H", "C", "O", "C", "C", "N", "C", "C", "O", "C", "H", "H", "H", "H", "H", "H", "H", "H", "H", "H", "H", "H", "H", "H", "H"],
  "positions_angstrom": [[-4.558, 2.461, -1.515], [-2.658, 1.398, -0.816], [-1.701, 1.033, 0.324], [-0.551, 1.868, 0.544], [-1.686, -0.337, 0.782], [-2.687, 1.629, 1.463], [-1.687, 0.616, -1.991], [-1.868, -0.784, -2.236], [-0.363, 1.110, -2.222], [-2.609, 1.238, -3.133], [-5.358, 3.075, -3.450], [-6.711, 2.880, -4.219], [-6.781, 1.766, -5.119], [-7.396, 4.069, -4.634], [-7.568, 2.355, -2.957], [-4.396, 3.370, -4.838], [-4.564, 4.659, -5.454], [-4.018, 2.248, -5.643], [-3.091, 3.633, -3.967], [-4.367, -0.548, 3.681], [-4.544, -1.845, 4.421], [-5.714, -1.812, 5.236], [-5.445, -0.332, 2.791], [-3.426, -0.547, 3.131], [-4.242, 0.261, 4.413], [-3.658, -1.996, 5.045], [-4.626, -2.681, 3.723], [-5.693, -2.475, 5.926], [-6.231, -0.507, 3.328], [-0.613, -0.721, 4.638], [-1.096, 0.695, 4.324], [-1.432, 1.378, 5.526], [0.707, -0.727, 5.130], [-0.744, -1.405, 3.791], [-1.238, -1.181, 5.413], [-1.965, 0.682, 3.677], [-0.283, 1.243, 3.838], [-0.658, 1.380, 6.099], [1.283, -1.444, 4.864], [-1.892, -3.494, 0.270], [-2.785, -2.873, 1.319], [-3.433, -3.870, 2.100], [-0.956, -4.398, 0.895], [-1.326, -2.753, -0.298], [-2.485, -4.044, -0.466], [-3.567, -2.251, 0.889], [-2.255, -2.300, 2.084], [-2.852, -4.468, 2.575], [-0.735, -5.020, 0.195], [9.448, -0.838, -3.931], [8.588, -1.939, -3.714], [7.916, -2.361, -4.918], [6.726, -1.445, -5.265], [5.616, -1.534, -4.307], [4.702, -0.381, -4.359], [3.326, -0.628, -3.778], [2.576, -1.436, -4.680], [1.474, -2.077, -4.092], [9.886, -0.620, -2.958], [8.925, 0.054, -4.287], [10.227, -1.098, -4.654], [7.664, -3.393, -4.691], [8.645, -2.269, -5.727], [6.364, -1.770, -6.242], [7.110, -0.421, -5.352], [6.098, -1.545, -3.415], [4.656, 0.097, -5.336], [5.193, 0.326, -3.675], [2.775, 0.313, -3.660], [3.339, -1.098, -2.788], [1.172, -2.873, -4.773], [0.616, -1.450, -3.831], [1.697, -2.636, -3.173], [0.495, 4.169, 3.421], [1.602, 3.385, 3.848], [2.171, 2.699, 2.723], [3.635, 2.442, 2.944], [4.549, 3.572, 2.736], [5.929, 3.161, 3.009], [6.574, 2.459, 1.795], [7.026, 3.540, 0.975], [7.562, 3.154, -0.268], [0.006, 4.445, 4.353], [-0.138, 3.641, 2.700], [0.830, 5.051, 2.861], [2.053, 3.294, 1.809], [1.563, 1.796, 2.630], [3.890, 1.598, 2.281], [3.767, 1.969, 3.921], [4.519, 3.807, 1.749], [5.916, 2.426, 3.816], [6.584, 3.987, 3.277], [5.931, 1.804, 1.204], [7.510, 2.021, 2.164], [8.563, 2.744, -0.093], [7.707, 3.997, -0.946], [6.819, 2.516, -0.758], [-6.711, 5.312, -1.328], [-6.266, 4.067, -0.812], [-7.009, 3.550, 0.282], [-6.142, 2.527, 1.016], [-5.745, 1.373, 0.209], [-6.790, 0.549, -0.340], [-6.195, -0.472, -1.284], [-5.192, 0.119, -2.106], [-5.110, -0.494, -3.381], [-6.312, 5.406, -2.337], [-6.465, 6.183, -0.720], [-7.792, 5.301, -1.494], [-7.946, 3.092, -0.054], [-7.340, 4.345, 0.955], [-6.751, 2.281, 1.896], [-5.314, 3.086, 1.453], [-5.269, 0.736, 0.848], [-7.599, 1.045, -0.884], [-7.354, 0.103, 0.491], [-6.982, -0.919, -1.895], [-5.841, -1.318, -0.681], [-6.076, -0.692, -3.852], [-4.464, -1.372, -3.392], [-4.680, 0.236, -4.069], [2.534, -7.309, 0.608], [3.546, -6.392, 0.341], [3.602, -5.266, 1.161], [2.307, -4.440, 1.259], [2.585, -3.107, 1.813], [1.500, -2.152, 1.571], [2.031, -0.737, 1.696], [2.834, -0.495, 0.539], [2.455, 0.667, -0.200], [2.617, -7.802, 1.584], [2.653, -8.166, -0.062], [1.515, -6.967, 0.407], [4.441, -4.632, 0.865], [3.870, -5.556, 2.187], [1.673, -4.932, 2.000], [1.766, -4.421, 0.306], [3.446, -2.795, 1.377], [0.693, -2.214, 2.304], [1.129, -2.280, 0.549], [2.567, -0.588, 2.636], [1.149, -0.089, 1.663], [2.518, 1.600, 0.362], [1.432, 0.479, -0.526], [3.209, 0.664, -0.986]],
  "relative_energy_kj_mol": 123.3,
  "molar_mass_g_mol": 1279.82,
  "lumo_energy_ha": -0.08674,
  "gap_ev": 6.2
}



(3)
{
  "formula": "C30H78F6O15",
  "method": "ωB97M-V/def2-TZVPD",
  "elements": ["C", "O", "O", "C", "F", "F", "F", "C", "C", "H", "H", "H", "H", "H", "H", "C", "O", "O", "C", "F", "F", "F", "C", "C", "H", "H", "H", "H", "H", "H", "C", "C", "O", "H", "H", "H", "H", "H", "H", "C", "C", "O", "H", "H", "H", "H", "H", "H", "C", "C", "O", "H", "H", "H", "H", "H", "H", "C", "C", "O", "H", "H", "H", "H", "H", "H", "C", "C", "O", "H", "H", "H", "H", "H", "H", "C", "C", "O", "H", "H", "H", "H", "H", "H", "C", "C", "O", "H", "H", "H", "H", "H", "H", "C", "C", "O", "H", "H", "H", "H", "H", "H", "C", "C", "O", "H", "H", "H", "H", "H", "H", "C", "C", "O", "H", "H", "H", "H", "H", "H", "C", "C", "O", "H", "H", "H", "H", "H", "H"],
  "positions_angstrom": [[27.268, 15.018, 13.757], [26.758, 13.677, 13.779], [27.120, 15.515, 15.088], [28.571, 15.183, 12.903], [28.907, 16.442, 12.501], [29.654, 14.686, 13.537], [28.420, 14.527, 11.739], [27.697, 12.633, 14.271], [26.915, 11.362, 14.597], [26.169, 11.627, 15.346], [26.300, 11.106, 13.734], [27.618, 10.561, 14.823], [28.230, 12.919, 15.178], [28.480, 12.381, 13.556], [26.528, 15.467, 13.094], [23.280, 11.088, 20.366], [22.550, 10.223, 19.491], [23.048, 12.338, 19.774], [23.057, 10.920, 21.890], [23.318, 9.677, 22.275], [23.839, 11.700, 22.609], [21.830, 11.169, 22.168], [23.061, 8.937, 19.260], [22.188, 8.211, 18.190], [21.705, 7.328, 18.609], [21.461, 8.943, 17.836], [22.900, 8.079, 17.375], [23.054, 8.262, 20.116], [24.089, 8.884, 18.902], [24.330, 10.828, 20.235], [20.749, 0.485, 18.105], [21.832, -0.641, 18.411], [22.124, -0.554, 19.809], [20.565, 0.483, 17.030], [21.087, 1.501, 18.306], [19.844, 0.170, 18.625], [22.715, -0.414, 17.813], [21.671, -1.639, 18.005], [22.797, -1.233, 19.903], [19.870, 12.777, 13.420], [21.328, 12.365, 13.495], [22.056, 13.435, 14.047], [19.411, 13.069, 14.365], [19.237, 11.962, 13.068], [19.658, 13.628, 12.774], [21.633, 11.943, 12.537], [21.383, 11.537, 14.202], [22.996, 13.273, 13.943], [25.259, 4.378, 22.642], [26.588, 5.080, 23.097], [27.711, 4.703, 22.369], [24.395, 4.794, 23.162], [25.284, 3.315, 22.884], [25.097, 4.518, 21.574], [26.757, 4.870, 24.154], [26.531, 6.161, 22.969], [27.536, 4.977, 21.466], [29.097, 9.818, 25.035], [29.706, 9.305, 23.809], [30.337, 8.094, 24.250], [28.539, 10.745, 24.900], [29.855, 10.180, 25.729], [28.464, 9.098, 25.554], [30.381, 10.078, 23.441], [29.034, 8.941, 23.031], [29.748, 7.451, 23.849], [19.252, 6.278, 22.546], [19.546, 4.787, 22.519], [20.175, 4.370, 23.729], [20.101, 6.881, 22.867], [18.374, 6.522, 23.143], [19.022, 6.550, 21.516], [20.204, 4.518, 21.693], [18.695, 4.123, 22.364], [19.587, 4.385, 24.487], [27.921, 17.526, 22.429], [27.544, 16.107, 21.869], [27.000, 16.282, 20.614], [28.438, 17.459, 23.386], [27.126, 18.244, 22.630], [28.631, 18.100, 21.834], [26.926, 15.521, 22.550], [28.394, 15.449, 21.682], [27.666, 16.030, 19.971], [25.348, 7.081, 11.371], [26.861, 7.265, 11.118], [27.320, 6.911, 9.779], [25.229, 6.059, 11.011], [24.790, 7.754, 10.720], [25.219, 7.180, 12.449], [27.389, 6.450, 11.613], [27.296, 8.226, 11.392], [27.256, 7.587, 9.101], [26.463, 4.082, 17.073], [27.801, 4.783, 16.796], [28.051, 5.667, 17.886], [26.172, 3.544, 16.171], [25.825, 4.901, 17.405], [26.571, 3.265, 17.786], [27.831, 5.385, 15.887], [28.634, 4.082, 16.741], [28.193, 6.538, 17.506], [23.620, 8.323, 27.512], [22.158, 7.937, 27.287], [21.324, 8.486, 28.367], [24.285, 7.905, 26.756], [23.797, 8.081, 28.560], [23.770, 9.394, 27.375], [21.931, 6.872, 27.245], [21.768, 8.348, 26.356], [21.429, 8.012, 29.195], [21.690, 18.202, 24.656], [21.802, 17.420, 23.308], [22.017, 18.352, 22.316], [20.740, 18.735, 24.694], [22.230, 19.141, 24.779], [21.665, 17.677, 25.611], [21.094, 16.594, 23.241], [22.715, 16.827, 23.248], [21.662, 19.206, 22.571], [16.962, 11.219, 20.496], [17.357, 10.736, 19.091], [18.398, 11.564, 18.521], [16.549, 12.227, 20.537], [17.817, 11.057, 21.152], [16.135, 10.612, 20.864], [16.458, 10.643, 18.482], [17.653, 9.686, 19.098], [19.233, 11.375, 18.954]],
  "relative_energy_kj_mol": 84.0,
  "molar_mass_g_mol": 792.93,
  "lumo_energy_ha": 0.10103,
  "gap_ev": 4.3,
  "charge": -2
}